A 15-piece molecular cluster, C90H225N12O12P3 overall at a distorted geometry, computed with the ωB97M-V functional and the def2-TZVPD basis.

Geometry (Å):
C -6.5451 -1.9947 -4.0324
C -7.2266 -0.8070 -3.3093
N -6.2492 0.2017 -2.8447
C -6.8037 1.0260 -1.7466
C -6.9284 0.2652 -0.4158
C -5.8556 1.0571 -4.0018
C -4.4879 1.7885 -3.7500
H -6.2494 -1.7520 -5.0531
H -7.0684 -2.9501 -3.9940
H -5.6337 -2.2475 -3.4907
H -8.0352 -0.2910 -3.8270
H -7.8450 -1.2993 -2.5587
H -6.1381 1.8746 -1.5885
H -7.7914 1.3880 -2.0324
H -5.9236 -0.0695 -0.1579
H -7.2602 0.8981 0.4073
H -7.6118 -0.5817 -0.4781
H -6.6317 1.8050 -4.1644
H -5.8379 0.4699 -4.9199
H -4.3190 2.3137 -2.8099
H -4.2274 2.4281 -4.5933
H -3.7516 0.9854 -3.7193
C 0.1438 -1.7907 6.7411
C 1.5438 -2.0727 6.0422
N 2.3922 -0.8778 5.8346
C 1.7169 0.1313 5.0086
C 1.4813 -0.2371 3.5194
C 3.6361 -1.3784 5.2738
C 4.6954 -0.2768 5.1101
H 0.1917 -1.3840 7.7512
H -0.4464 -2.7056 6.7942
H -0.4607 -1.1091 6.1426
H 2.0444 -2.8088 6.6712
H 1.3184 -2.5879 5.1084
H 0.7212 0.3556 5.3912
H 2.2914 1.0481 5.1412
H 0.9745 0.5548 2.9680
H 2.4585 -0.3870 3.0603
H 0.9134 -1.1644 3.4441
H 3.5712 -1.9389 4.3412
H 4.0869 -2.0748 5.9809
H 4.9486 0.2488 6.0308
H 4.3453 0.3979 4.3289
H 5.6243 -0.6999 4.7276
C -0.4718 -4.1922 2.4831
C 0.4550 -5.2558 1.8321
N 1.7920 -5.4274 2.5083
C 2.6518 -4.2457 2.2719
C 4.0524 -4.3646 2.9075
C 2.3792 -6.7693 2.2439
C 2.6442 -7.0301 0.7136
H -0.4711 -4.4034 3.5525
H -1.4835 -4.2486 2.0812
H -0.1962 -3.1518 2.3111
H -0.0509 -6.2212 1.8399
H 0.6511 -5.0799 0.7744
H 2.6088 -4.0855 1.1946
H 2.1669 -3.4403 2.8236
H 4.7075 -5.0166 2.3297
H 4.4944 -3.3751 2.7906
H 3.9551 -4.6316 3.9598
H 1.7714 -7.5188 2.7508
H 3.2496 -6.8980 2.8872
H 3.1481 -7.9779 0.5244
H 3.2710 -6.2532 0.2758
H 1.6926 -7.0658 0.1831
C 1.4018 -5.4519 -2.6785
C 1.5668 -6.8702 -3.2313
N 0.3986 -7.4870 -3.7774
C 0.6347 -8.9432 -4.0585
C 0.6280 -9.7522 -2.7992
C 0.0638 -6.8445 -5.0961
C -1.2858 -7.2159 -5.7537
H 0.4663 -5.3783 -2.1241
H 1.4193 -4.6652 -3.4328
H 2.1330 -5.2792 -1.8888
H 2.3670 -6.9389 -3.9682
H 1.9380 -7.5021 -2.4245
H 1.6124 -8.9962 -4.5376
H -0.1502 -9.3359 -4.7049
H 0.7411 -10.7815 -3.1396
H -0.2750 -9.5659 -2.2177
H 1.4309 -9.5156 -2.1010
H 0.0435 -5.7579 -5.0124
H 0.8890 -7.0881 -5.7653
H -2.1148 -7.1514 -5.0490
H -1.4957 -6.5860 -6.6182
H -1.2416 -8.2205 -6.1744
C 1.6892 3.1529 -4.8573
C 1.1485 2.3741 -6.0315
N -0.0464 1.5880 -5.7767
C 0.1704 0.5639 -4.7452
C 1.1368 -0.5767 -5.1522
C -1.2005 2.4336 -5.4210
C -1.6331 3.3432 -6.5208
H 1.1233 4.0643 -4.6645
H 2.7106 3.5136 -4.9787
H 1.6200 2.5439 -3.9560
H 0.8907 2.8981 -6.9519
H 1.8755 1.6548 -6.4085
H 0.5064 0.9214 -3.7719
H -0.7663 0.0220 -4.6140
H 1.1853 -1.4055 -4.4459
H 0.7440 -1.0365 -6.0591
H 2.1501 -0.2570 -5.3953
H -1.0646 3.0228 -4.5141
H -2.0564 1.8016 -5.1841
H -0.9945 4.2073 -6.7043
H -2.6280 3.7788 -6.4283
H -1.6476 2.7867 -7.4579
C -6.1799 2.0295 3.6854
C -5.2315 3.2722 3.6891
N -3.9138 3.1589 3.0042
C -3.0080 4.2681 3.3606
C -1.6140 3.9281 2.8011
C -3.9776 2.8375 1.5974
C -4.3417 4.0777 0.7561
H -6.5005 1.7223 2.6900
H -7.0704 2.2310 4.2808
H -5.6913 1.1440 4.0919
H -5.7080 4.1477 3.2480
H -5.0906 3.4917 4.7475
H -3.3891 5.2239 3.0010
H -2.8326 4.3866 4.4298
H -1.6014 4.0703 1.7205
H -0.9296 4.6602 3.2297
H -1.3572 2.8838 2.9788
H -4.6274 1.9842 1.4030
H -3.0417 2.3366 1.3499
H -3.4714 4.7029 0.5564
H -5.1172 4.6820 1.2268
H -4.7887 3.8534 -0.2124
C 8.5915 5.1482 1.1506
C 7.0951 4.9032 0.8480
N 6.4902 3.6469 1.3232
C 7.1667 2.4347 0.9017
C 7.4034 2.3078 -0.6419
C 6.4261 3.7747 2.8201
C 5.7568 2.5289 3.4496
H 9.0315 6.1048 0.8687
H 9.2029 4.4012 0.6442
H 8.8226 5.0722 2.2131
H 6.5203 5.7430 1.2386
H 6.9600 5.0758 -0.2197
H 8.0765 2.1552 1.4329
H 6.5410 1.5802 1.1593
H 6.4896 2.4070 -1.2278
H 8.1840 2.9370 -1.0695
H 7.8651 1.3386 -0.8303
H 5.9032 4.6893 3.0993
H 7.4405 3.8872 3.2030
H 4.7864 2.3840 2.9747
H 5.5766 2.7456 4.5025
H 6.3080 1.5887 3.4335
C -0.0791 3.7595 6.0263
C -0.7603 4.7545 6.9919
N 0.2955 5.6117 7.6101
C 1.0473 4.9398 8.6457
C 2.2317 5.7404 9.3556
C -0.2271 6.9159 8.0611
C -1.2467 6.7235 9.2033
H -0.7331 3.1899 5.3661
H 0.4980 3.0335 6.5990
H 0.6382 4.2305 5.3542
H -1.4624 5.3555 6.4140
H -1.3299 4.2616 7.7798
H 1.5770 4.1250 8.1520
H 0.4228 4.4975 9.4220
H 2.9644 6.0440 8.6080
H 2.8115 5.0013 9.9084
H 1.8744 6.5888 9.9393
H 0.5394 7.5625 8.4881
H -0.6979 7.4709 7.2496
H -2.0789 6.0697 8.9424
H -0.7729 6.3939 10.1279
H -1.7050 7.6950 9.3884
C -0.1986 -3.8869 -7.3037
C 0.9758 -4.4603 -8.0579
N 1.9867 -5.1068 -7.1668
C 3.0243 -5.8863 -7.8404
C 3.8332 -6.7574 -6.7898
C 2.4587 -4.2034 -6.1340
C 3.2787 -3.0321 -6.6454
H 0.1296 -2.9530 -6.8473
H -0.5822 -4.5151 -6.4998
H -1.0015 -3.6238 -7.9923
H 0.6038 -5.1827 -8.7845
H 1.4168 -3.6700 -8.6655
H 2.6049 -6.6876 -8.4488
H 3.6539 -5.3014 -8.5109
H 4.5172 -7.4449 -7.2876
H 4.4322 -6.1784 -6.0869
H 3.1939 -7.2861 -6.0829
H 2.9788 -4.7667 -5.3592
H 1.6065 -3.7878 -5.5963
H 4.1382 -3.3803 -7.2183
H 3.7774 -2.5582 -5.7999
H 2.7231 -2.3603 -7.2996
C 1.3594 4.7953 -1.3406
C 2.0319 5.8250 -0.4397
N 1.8442 5.4615 0.9328
C 2.1140 6.5946 1.8333
C 3.4870 7.1861 1.7755
C 2.6142 4.2715 1.2804
C 2.1842 3.6391 2.6441
H 0.3594 4.4450 -1.0849
H 1.9587 3.8893 -1.4304
H 1.2903 5.0664 -2.3941
H 3.0757 5.9184 -0.7395
H 1.5766 6.7747 -0.7202
H 1.3340 7.3252 1.6189
H 1.9019 6.3223 2.8672
H 4.3427 6.5286 1.9291
H 3.6103 7.6769 0.8100
H 3.6237 7.9396 2.5512
H 3.6749 4.5211 1.2526
H 2.4776 3.5105 0.5122
H 2.2216 4.3086 3.5035
H 2.7688 2.7560 2.9017
H 1.1196 3.4056 2.6355
C -2.1400 -1.2781 3.1116
C -3.3305 -0.9155 3.9212
N -3.2216 -1.4518 5.2975
C -4.2122 -0.7809 6.1369
C -4.0994 -1.1434 7.6074
C -3.1043 -2.9139 5.4025
C -4.4569 -3.5805 4.9779
H -1.9201 -0.3654 2.5578
H -2.3591 -2.0578 2.3821
H -1.2570 -1.5550 3.6875
H -3.3867 0.1673 4.0330
H -4.2291 -1.1892 3.3683
H -4.2403 0.2958 5.9698
H -5.2384 -0.9742 5.8244
H -3.0537 -0.9571 7.8520
H -4.7121 -0.5408 8.2779
H -4.3090 -2.1947 7.8048
H -2.8200 -3.1961 6.4162
H -2.3491 -3.3064 4.7216
H -4.7708 -3.3515 3.9596
H -5.2664 -3.3233 5.6610
H -4.2747 -4.6495 5.0881
C 1.0284 -2.5950 -1.3001
C 1.0358 -1.1843 -0.7160
N -0.2055 -0.3919 -1.0591
C -1.4104 -0.9495 -0.3966
C -2.7289 -0.3140 -0.8020
C -0.0029 1.0433 -1.0955
C 0.2860 1.6241 0.2961
H 0.2813 -3.2789 -0.8974
H 1.9839 -3.1065 -1.1843
H 0.7980 -2.6350 -2.3647
H 1.2053 -1.2384 0.3594
H 1.9759 -0.7484 -1.0540
H -1.2313 -0.7975 0.6677
H -1.3958 -2.0394 -0.4002
H -2.7163 0.7749 -0.7551
H -3.4762 -0.6763 -0.0960
H -3.0624 -0.5975 -1.8002
H 0.7983 1.2232 -1.8124
H -0.8463 1.6377 -1.4469
H 0.3203 2.7136 0.2930
H -0.5095 1.3282 0.9800
H 1.2596 1.4106 0.7372
C 3.9767 0.7058 -2.8953
C 5.0690 -0.0872 -3.6483
O 5.7314 -0.9246 -2.7036
P 5.1431 -2.3515 -2.2197
O 4.3388 -3.1325 -3.2192
O 4.4723 -1.9962 -0.7802
C 5.2576 -1.6003 0.3076
C 4.3870 -0.5896 0.9570
O 6.5499 -3.1942 -1.8239
C 6.5141 -4.6059 -1.7033
C 5.6832 -5.0392 -0.5384
H 3.6707 1.5850 -3.4622
H 3.1012 0.0796 -2.7235
H 4.3687 1.0814 -1.9502
H 4.6847 -0.5312 -4.5666
H 5.8261 0.6226 -3.9818
H 5.3943 -2.4727 0.9466
H 6.2814 -1.2984 0.0866
H 4.8376 -0.3156 1.9109
H 4.1886 0.2987 0.3572
H 3.4220 -1.0247 1.2170
H 6.1674 -5.0003 -2.6585
H 7.5453 -4.8929 -1.4975
H 5.4332 -6.0980 -0.6069
H 6.2525 -4.8293 0.3671
H 4.7274 -4.5163 -0.5033
C -3.2921 -8.8746 -2.2834
C -2.5585 -7.6517 -1.7623
O -3.6275 -6.7099 -1.5339
P -3.2824 -5.1133 -1.3827
O -2.2285 -4.7525 -0.4134
O -2.9730 -4.6765 -2.9183
C -2.1024 -3.5745 -3.1586
C -2.5612 -2.8343 -4.3866
O -4.7432 -4.5186 -1.0333
C -5.0066 -3.1743 -0.7567
C -5.2036 -3.0089 0.7846
H -2.5586 -9.6742 -2.3869
H -4.1329 -9.3098 -1.7432
H -3.6214 -8.7183 -3.3106
H -1.9423 -7.9647 -0.9194
H -1.8140 -7.3335 -2.4921
H -2.2179 -2.9252 -2.2907
H -1.0822 -3.9376 -3.2832
H -3.4856 -2.2726 -4.2519
H -1.8019 -2.1150 -4.6935
H -2.7017 -3.4854 -5.2494
H -4.2977 -2.4132 -1.0826
H -5.9802 -2.9519 -1.1936
H -5.9595 -3.7290 1.0979
H -4.3497 -3.3244 1.3841
H -5.6674 -2.0740 1.0993
C -1.2314 7.0615 0.6663
C -2.5495 7.6998 1.1508
O -3.0288 8.4838 0.1136
P -4.1112 7.9074 -0.9842
O -5.3396 7.2624 -0.4079
O -4.3905 9.1610 -2.0364
C -5.5560 9.1357 -2.8136
C -6.7502 9.9687 -2.2297
O -3.1416 6.8303 -1.8324
C -3.7548 6.0201 -2.8118
C -2.6022 5.0354 -3.2576
H -0.7760 6.3942 1.3980
H -1.4670 6.4072 -0.1730
H -0.5150 7.7716 0.2531
H -3.3170 6.9795 1.4342
H -2.3657 8.3314 2.0199
H -5.2637 9.5424 -3.7817
H -5.8810 8.1068 -2.9681
H -6.9563 9.6981 -1.1941
H -6.6004 11.0365 -2.3889
H -7.6531 9.7069 -2.7815
H -4.6490 5.5246 -2.4336
H -4.0313 6.6398 -3.6648
H -2.9768 4.1572 -3.7836
H -1.8379 5.5430 -3.8460
H -2.0801 4.6898 -2.3654

Cartesian forces (eV/Å) of the 6 atoms listed first:
C 0.4 0.5 0.1
C 0.0 -0.7 0.1
N -0.2 -0.2 0.0
C 0.0 -0.7 0.0
C 0.5 0.1 -0.4
C 0.3 0.8 1.4

Summary:
Orbital gap: 8.39 eV
Molecular weight: 1760.8 g mol⁻¹
HOMO: -7.79 eV
LUMO: 0.6 eV
Electronic energy: -167299.4525 eV

A 3-piece molecular cluster, C17H29NO9S2 overall at a distorted geometry, computed with the ωB97M-V functional and the def2-TZVPD basis.

Geometry (Å):
C -1.9133 3.1160 1.9354
C -2.1726 2.6312 0.3557
O -2.4923 1.1687 0.4642
C -0.7130 2.7074 -0.4074
N -0.4085 4.0400 -1.0545
C 0.4471 4.9370 -0.1843
C 2.0439 4.5324 -0.1442
O 2.4108 3.6005 0.9391
C 2.9827 2.3738 0.3378
C 2.4249 0.9648 0.3038
C 3.4296 -0.0221 -0.5354
O 2.9812 -1.1605 -1.0690
O 4.7373 0.6503 -0.5656
C 4.3795 2.1054 -0.4796
O 5.2670 2.9280 -1.0462
H -0.8173 3.4816 2.1248
H -2.6630 3.9441 2.2863
H -2.0723 2.1810 2.6589
H -3.0256 3.2369 -0.1681
H -1.5729 0.7421 0.5938
H 0.1027 2.5054 0.4066
H -0.6518 1.8705 -1.2393
H -0.0002 3.9270 -2.0219
H -0.0144 5.1020 0.9045
H 0.4034 6.0186 -0.6880
H 2.6306 5.5486 0.0758
H 2.4043 4.1788 -1.2000
H 1.3746 0.7466 0.8260
O 4.3836 -4.6240 2.2230
S 4.5085 -5.4396 1.0333
O 3.8343 -6.7147 0.8928
C 4.1288 -4.4304 -0.3855
C 5.4627 -3.8095 -0.7727
C 6.4912 -4.9338 -0.6596
C 6.2446 -5.6492 0.6677
H 3.3699 -3.6905 -0.1255
H 3.7573 -5.0899 -1.1755
H 5.4318 -3.3873 -1.7813
H 5.7183 -3.0031 -0.0750
H 6.3544 -5.6381 -1.4892
H 7.5155 -4.5527 -0.7183
H 6.4752 -6.7153 0.5989
H 6.8192 -5.1953 1.4798
O -7.5598 1.6721 0.8778
S -6.5047 1.0957 0.0711
O -5.3812 1.8756 -0.4086
C -5.8841 -0.3523 0.9039
C -6.7703 -1.4827 0.4025
C -6.9283 -1.2501 -1.0994
C -7.2486 0.2297 -1.3031
H -5.9362 -0.2127 1.9850
H -4.8455 -0.4982 0.5922
H -6.3331 -2.4620 0.6181
H -7.7518 -1.4348 0.8893
H -5.9884 -1.4975 -1.6076
H -7.7098 -1.8858 -1.5273
H -6.8298 0.6067 -2.2396
H -8.3262 0.4134 -1.2762

Cartesian forces (eV/Å) of the 6 atoms listed first:
C -0.4 -0.2 0.4
C 1.6 -0.3 1.4
O 2.2 1.0 -0.4
C -0.1 -0.3 -0.4
N 0.8 -0.4 0.9
C 0.3 1.0 -0.6

Summary:
Orbital gap: 7.37 eV
Molecular weight: 455.6 g mol⁻¹
HOMO: -9.27 eV
LUMO: -1.9 eV
Electronic energy: -59678.5172 eV